No. 1
Below is a 2-piece molecular cluster, CHBrClNO overall, with properties calculated with wB97M-V/def2-TZVPD.

* net charge: 0
* highest occupied orbital energy: -9.7 eV
* energy above the lowest of the compared OMol25 structures with the same formula, charge and spin: 376.34 kJ/mol
* lowest unoccupied orbital energy: 0.0041 Ha
* SMILES string: [O-][N+]#CCl.Br

Last column: Mulliken charge in e.
Geometry (Å):
C1 0.332 0.613 -0.042  0.20
N1 0.974 -0.037 -0.765  0.44
O1 1.328 -1.064 -1.232  -0.59
Cl1 0.232 1.909 0.901  -0.09
Br1 -1.670 -0.567 1.232  -0.22
H1 -1.195 -0.854 -0.093  0.25


No. 2
Below is C15H21F3MnN4OSiTe as an isolated structure, with properties calculated with wB97M-V/def2-TZVPD.

* net charge: 0
* highest occupied orbital energy (spin up / spin down): -6.3 / -7.2 eV
* ⟨S²⟩: 8.774
* energy above the lowest of the compared OMol25 structures with the same formula, charge and spin: 40.14 kJ/mol
* multiplicity: 6
* lowest unoccupied orbital energy (spin up / spin down): -0.0312 / -0.0374 Ha

Last column: Mulliken spin population.
Geometry (Å):
Mn1 -7.295 -9.874 11.422  4.76
N1 -10.190 -6.925 16.244  0.00
C1 -9.668 -7.505 15.144  0.01
O1 -9.927 -7.091 14.000  0.00
C2 -8.844 -8.713 15.449  0.01
C3 -8.262 -9.412 14.462  0.03
N2 -7.715 -9.911 13.535  0.00
C4 -8.980 -9.337 16.661  0.00
N3 -8.892 -9.938 17.656  0.01
H1 -10.778 -6.117 16.122  0.00
H2 -9.793 -7.056 17.166  0.00
C5 -9.971 -11.916 9.522  0.02
Si1 -9.233 -11.488 11.256  -0.02
C6 -10.578 -11.005 12.409  0.02
C7 -8.439 -12.996 11.973  0.00
H3 -10.880 -11.310 9.280  0.00
H4 -10.275 -12.959 9.537  0.00
H5 -9.259 -11.765 8.683  0.00
H6 -11.601 -10.811 11.968  0.00
H7 -10.276 -10.211 13.093  -0.01
H8 -10.739 -11.885 13.084  0.00
H9 -8.970 -13.888 11.603  0.00
H10 -8.611 -12.959 13.045  0.00
H11 -7.366 -13.050 11.661  0.00
C8 -3.889 -11.066 9.961  0.04
Te1 -5.994 -11.324 9.702  0.06
C9 -6.236 -10.324 7.726  0.02
H12 -3.471 -12.039 10.352  0.00
H13 -3.759 -10.352 10.790  0.00
H14 -3.582 -10.858 8.931  0.00
H15 -7.187 -9.707 7.657  0.00
H16 -6.072 -10.997 6.921  0.00
H17 -5.403 -9.619 7.836  0.00
F1 -6.744 -3.428 13.245  0.00
C10 -5.672 -4.027 12.686  0.00
F2 -4.617 -3.886 13.510  0.00
F3 -5.370 -3.250 11.576  0.00
C11 -6.138 -5.406 12.224  0.01
C12 -5.176 -6.317 11.680  0.00
C13 -5.625 -7.497 11.178  0.03
N4 -6.936 -7.854 11.315  0.05
C14 -7.832 -7.014 11.793  0.03
C15 -7.467 -5.774 12.287  -0.01
H18 -4.109 -6.097 11.632  0.00
H19 -4.938 -8.151 10.627  0.00
H20 -8.904 -7.293 11.765  -0.04
H21 -8.243 -5.122 12.764  0.00


No. 3
Below is a 2-piece molecular cluster, C5H14 overall, with properties calculated with wB97M-V/def2-TZVPD.

* net charge: 0
* highest occupied orbital energy: -11.2 eV
* energy above the lowest of the compared OMol25 structures with the same formula, charge and spin: 37.50 kJ/mol
* lowest unoccupied orbital energy: 0.0441 Ha
* SMILES string: CCC.CC

Last column: Mulliken charge in e.
Geometry (Å):
C1 -1.735 -0.254 0.567  -0.23
C2 -1.736 0.001 -0.935  -1.13
C3 -1.094 -1.625 0.887  -1.13
H1 -2.711 -0.342 1.045  0.32
H2 -1.268 0.595 1.067  0.27
H3 -1.552 1.027 -1.225  0.32
H4 -0.980 -0.595 -1.450  0.30
H5 -1.565 -2.344 0.229  0.35
H6 -2.668 -0.324 -1.408  0.35
H7 -1.314 -1.904 1.910  0.34
H8 -0.009 -1.594 0.799  0.24
C4 1.966 0.223 0.123  -0.67
C5 2.168 1.617 -0.495  -0.97
H9 1.153 0.239 0.850  0.06
H10 1.803 -0.616 -0.554  0.28
H11 2.885 -0.036 0.638  0.43
H12 2.051 1.587 -1.580  0.24
H13 3.167 2.020 -0.347  0.33
H14 1.439 2.323 -0.120  0.28


No. 4
Below is C7H18BIN3OPS2Sb as an isolated structure, with properties calculated with wB97M-V/def2-TZVPD.

* net charge: -1
* highest occupied orbital energy: -4.3 eV
* energy above the lowest of the compared OMol25 structures with the same formula, charge and spin: 495.98 kJ/mol
* lowest unoccupied orbital energy: 0.0829 Ha

Last column: Mulliken charge in e.
Geometry (Å):
C1 -1.258 0.680 -1.297  -1.17
Sb1 -0.361 -0.253 0.528  0.95
C2 -1.222 -2.166 -0.162  -0.86
C3 -0.812 -2.637 -1.676  0.26
N1 -0.766 -3.943 -2.102  -0.77
C4 0.412 1.677 1.298  -0.80
C5 0.194 2.971 0.328  -0.50
C6 1.210 2.995 -1.002  -0.67
I1 1.844 5.124 -1.231  -0.10
N2 0.253 -1.094 2.358  -0.57
C7 0.994 -2.229 2.184  0.16
S1 1.529 -3.875 2.068  -0.27
P1 -2.582 0.199 1.656  0.08
S2 -2.334 0.576 3.559  -0.45
B1 1.600 -0.558 -0.452  0.52
N3 2.970 -0.543 0.273  -0.69
O1 1.751 -0.753 -1.940  -0.64
H1 -0.405 0.843 -2.080  0.12
H2 -1.920 1.619 -1.077  0.32
H3 -1.997 -0.120 -1.788  0.32
H4 -2.405 -2.000 -0.188  0.27
H5 -1.060 -3.088 0.540  0.25
H6 -0.583 -1.799 -2.461  0.23
H7 -1.036 -4.557 -1.294  0.26
H8 -0.030 1.951 2.371  0.35
H9 1.579 1.563 1.470  0.22
H10 -0.928 3.200 0.040  0.12
H11 0.541 3.920 0.965  0.55
H12 0.644 2.751 -2.004  0.37
H13 2.188 2.371 -0.835  0.30
H14 -3.233 1.280 0.959  0.04
H15 -3.423 -0.996 1.528  0.03
H16 2.870 -0.178 1.245  0.30
H17 3.267 -1.552 0.351  0.25
H18 2.511 -1.378 -2.131  0.24


No. 5
Below is C36H35HgN4O3S3Sb as an isolated structure, with properties calculated with wB97M-V/def2-TZVPD.

* net charge: -1
* highest occupied orbital energy (spin up / spin down): -3.9 / -4.6 eV
* ⟨S²⟩: 0.765
* energy above the lowest of the compared OMol25 structures with the same formula, charge and spin: 129.55 kJ/mol
* multiplicity: 2
* lowest unoccupied orbital energy (spin up / spin down): 0.0937 / 0.0904 Ha

Last column: Mulliken spin population.
Geometry (Å):
Hg1 0.611 -0.103 -0.891  0.00
C1 -1.249 4.067 0.573  0.00
C2 -0.843 2.885 -0.278  0.00
N1 0.059 2.056 0.109  0.00
N2 0.644 2.315 1.344  0.00
C3 1.592 1.518 1.683  0.00
S1 2.286 0.111 0.943  0.00
S2 2.380 1.953 3.247  0.00
C4 2.591 3.740 2.961  0.00
C5 3.557 4.046 1.850  0.00
C6 4.926 4.108 2.096  0.00
C7 5.823 4.348 1.067  0.00
C8 5.359 4.525 -0.231  0.00
C9 3.997 4.464 -0.487  0.00
C10 3.101 4.232 0.548  0.00
C11 -1.532 2.695 -1.582  0.00
C12 -2.758 3.365 -1.741  0.00
C13 -3.509 3.333 -2.897  0.00
C14 -3.010 2.608 -3.981  0.00
C15 -1.821 1.932 -3.869  0.00
C16 -1.043 1.911 -2.677  0.00
O1 0.048 1.208 -2.697  0.00
H1 -0.468 4.304 1.286  0.00
H2 -2.149 3.822 1.144  0.00
H3 -1.465 4.932 -0.050  0.00
H4 2.951 4.137 3.911  0.00
H5 1.610 4.161 2.758  0.00
H6 5.290 3.951 3.106  0.00
H7 6.886 4.390 1.275  0.00
H8 6.058 4.702 -1.040  0.00
H9 3.625 4.588 -1.497  0.00
H10 2.039 4.172 0.343  0.00
H11 -3.149 3.926 -0.902  0.00
H12 -4.454 3.856 -2.955  0.00
H13 -3.563 2.569 -4.913  0.00
H14 -1.426 1.357 -4.699  0.00
C17 4.538 0.497 -4.457  0.00
O2 3.394 -0.288 -4.803  0.00
C18 2.612 -0.610 -3.746  0.00
O3 2.856 -0.301 -2.607  0.00
N3 1.547 -1.345 -4.178  0.00
N4 0.513 -1.545 -3.274  0.00
H15 5.175 0.489 -5.338  0.00
H16 5.057 0.072 -3.602  0.00
H17 4.238 1.516 -4.217  0.00
H18 1.358 -1.313 -5.166  0.00
H19 0.205 -2.504 -3.239  0.00
H20 -0.244 -0.887 -3.421  0.00
S3 -1.474 -1.616 -0.812  -0.02
Sb1 -1.826 -2.801 1.193  0.26
C19 -0.077 -4.007 1.530  0.05
C20 -0.175 -5.396 1.648  0.01
C21 0.900 -6.151 2.104  0.00
C22 2.087 -5.529 2.461  0.01
C23 2.194 -4.148 2.363  0.00
C24 1.118 -3.394 1.915  0.00
C25 -3.049 -4.341 0.274  0.06
C26 -2.563 -5.146 -0.759  0.00
C27 -3.401 -6.015 -1.442  0.01
C28 -4.751 -6.082 -1.115  0.00
C29 -5.252 -5.280 -0.102  0.01
C30 -4.403 -4.417 0.586  -0.01
C31 -2.433 -0.577 2.463  0.63
C32 -1.362 0.202 2.846  -0.03
C33 -1.583 1.285 3.693  0.05
C34 -2.865 1.552 4.158  -0.03
C35 -3.929 0.741 3.774  0.03
C36 -3.712 -0.343 2.926  -0.06
H21 -1.094 -5.903 1.383  0.00
H22 0.805 -7.228 2.182  0.00
H23 2.924 -6.117 2.818  0.00
H24 3.117 -3.651 2.638  0.00
H25 1.231 -2.318 1.840  0.00
H26 -1.518 -5.082 -1.044  0.01
H27 -3.005 -6.633 -2.238  0.00
H28 -5.409 -6.751 -1.657  0.00
H29 -6.304 -5.321 0.153  0.00
H30 -4.813 -3.799 1.379  -0.01
H31 -0.362 0.009 2.475  0.03
H32 -0.748 1.915 3.979  0.00
H33 -3.037 2.393 4.819  0.00
H34 -4.929 0.953 4.137  0.00
H35 -4.546 -0.970 2.624  0.02


No. 6
Below is one molecule with the formula C6H12N2O, with properties calculated with wB97M-V/def2-TZVPD.

* net charge: 0
* highest occupied orbital energy: -7.1 eV
* energy above the lowest of the compared OMol25 structures with the same formula, charge and spin: 126.00 kJ/mol
* lowest unoccupied orbital energy: 0.0324 Ha
* SMILES string: CC(=O)C/C(N)=C(\C)N

Last column: Mulliken charge in e.
Geometry (Å):
C1 0.914 0.228 -1.180  -1.05
C2 2.102 -1.428 0.386  -1.32
C3 -0.939 2.106 0.405  -1.53
C4 -0.381 -0.214 -0.543  0.32
C5 1.557 -0.040 0.163  1.01
C6 -1.092 0.620 0.302  0.60
N1 -0.888 -1.510 -0.845  -0.57
N2 -2.209 0.112 0.936  -0.50
O1 1.735 0.865 1.002  -0.66
H1 -1.844 -1.480 -1.177  0.23
H2 -0.323 -2.037 -1.499  0.25
H3 -2.637 0.723 1.615  0.25
H4 -2.171 -0.870 1.172  0.24
H5 1.228 -0.467 -1.956  0.40
H6 0.950 1.272 -1.479  0.24
H7 2.608 -1.820 -0.497  0.32
H8 2.833 -1.413 1.192  0.38
H9 1.282 -2.095 0.648  0.32
H10 -1.833 2.598 0.014  0.41
H11 -0.833 2.391 1.453  0.40
H12 -0.057 2.459 -0.113  0.27


No. 7
Below is C3HFOZn as an isolated structure, with properties calculated with wB97M-V/def2-TZVPD.

* net charge: -1
* highest occupied orbital energy (spin up / spin down): -1.9 / -2.8 eV
* ⟨S²⟩: 0.760
* multiplicity: 2
* lowest unoccupied orbital energy (spin up / spin down): 0.1216 / 0.1193 Ha

Last column: Mulliken spin population.
Geometry (Å):
O1 -2.876 1.160 0.741  0.13
C1 -1.873 0.627 0.243  0.20
C2 -0.870 0.174 -0.374  0.00
C3 0.179 -0.758 -0.298  0.60
H1 0.006 -1.700 -0.849  0.00
F1 3.523 0.506 0.455  0.00
Zn1 1.911 -0.010 0.083  0.07


No. 8
Below is CH3IN2 as an isolated structure, with properties calculated with wB97M-V/def2-TZVPD.

* net charge: 0
* highest occupied orbital energy: -8.7 eV
* energy above the lowest of the compared OMol25 structures with the same formula, charge and spin: 201.96 kJ/mol
* lowest unoccupied orbital energy: 0.0117 Ha

Last column: Mulliken charge in e.
Geometry (Å):
C1 0.039 0.144 0.326  -0.06
N1 1.333 -0.176 -0.010  -0.56
N2 -1.103 -0.443 -0.076  -0.64
I1 -2.900 0.205 -0.163  0.14
H1 1.199 -1.325 -0.578  0.36
H2 0.229 0.936 0.996  0.42
H3 1.203 0.659 -0.495  0.34